Entry 1:
12
Properties=species:S:1:pos:R:3 method="wB97M-V/def2-TZVPD" e_homo_ev="-1.89 / -1.89" orbital_gap_ev="4.3 / 4.3" charge=-1 e_tot_ha=-590.11316 relative_energy_kj_mol=138.72
H 1.806 4.259 -0.982
C -0.846 3.489 0.493
C -0.689 4.087 1.861
O -1.781 3.961 2.726
C -2.020 2.759 3.370
O -1.329 1.774 3.003
O -2.900 2.808 4.229
O -1.642 2.615 0.196
H -0.362 4.075 -0.317
H -0.500 5.163 1.733
H 0.237 3.650 2.280
Tl -1.764 0.530 1.252

---

Entry 2:
9
Properties=species:S:1:pos:R:3 method="wB97M-V/def2-TZVPD" e_homo_ev=-9.46 orbital_gap_ev=7.9 e_tot_ha=-590.08392 relative_energy_kj_mol=106.94 smiles="CC(=S)C=O"
C 1.595 0.705 -0.739
C 0.175 0.337 -0.938
C -0.462 -0.456 0.123
O 2.319 0.369 0.202
S -0.497 1.282 -2.086
H 2.026 1.288 -1.561
H -1.536 -0.371 0.144
H 0.191 -0.275 1.055
H -0.457 -1.575 0.038

---

Entry 3:
9
Properties=species:S:1:pos:R:3 method="wB97M-V/def2-TZVPD" e_homo_ev=-9.19 orbital_gap_ev=9.7 e_tot_ha=-590.05482 relative_energy_kj_mol=183.34 smiles="O=C[C@H]1CS1"
C -0.578 -0.998 -0.986
C -0.275 -0.230 0.452
C 1.034 -0.280 1.073
H 0.339 -0.968 -1.472
H -1.348 0.066 1.030
H 1.838 -0.683 0.636
H 1.103 -0.507 2.163
O -1.604 -1.383 -1.441
S 0.613 1.388 0.371

---

What did the third record say?
9
Properties=species:S:1:pos:R:3 method="wB97M-V/def2-TZVPD" e_homo_ev=-9.19 orbital_gap_ev=9.7 e_tot_ha=-590.05482 relative_energy_kj_mol=183.34 smiles="O=C[C@H]1CS1"
C -0.578 -0.998 -0.986
C -0.275 -0.230 0.452
C 1.034 -0.280 1.073
H 0.339 -0.968 -1.472
H -1.348 0.066 1.030
H 1.838 -0.683 0.636
H 1.103 -0.507 2.163
O -1.604 -1.383 -1.441
S 0.613 1.388 0.371

---

What did the first record say?
12
Properties=species:S:1:pos:R:3 method="wB97M-V/def2-TZVPD" e_homo_ev="-1.89 / -1.89" orbital_gap_ev="4.3 / 4.3" charge=-1 e_tot_ha=-590.11316 relative_energy_kj_mol=138.72
H 1.806 4.259 -0.982
C -0.846 3.489 0.493
C -0.689 4.087 1.861
O -1.781 3.961 2.726
C -2.020 2.759 3.370
O -1.329 1.774 3.003
O -2.900 2.808 4.229
O -1.642 2.615 0.196
H -0.362 4.075 -0.317
H -0.500 5.163 1.733
H 0.237 3.650 2.280
Tl -1.764 0.530 1.252